No. 1
{"formula": "C32H67BN6O7P", "method": "ωB97M-V with the def2-TZVPD basis set", "elements": ["C", "C", "O", "B", "O", "N", "C", "N", "C", "C", "C", "C", "C", "N", "O", "C", "C", "N", "C", "C", "C", "O", "P", "C", "O", "H", "H", "H", "H", "H", "H", "H", "H", "H", "H", "H", "H", "H", "H", "H", "H", "H", "H", "H", "H", "H", "H", "H", "H", "H", "H", "H", "H", "H", "H", "H", "C", "C", "C", "C", "C", "C", "N", "O", "C", "C", "C", "H", "H", "H", "H", "H", "H", "H", "H", "H", "H", "H", "H", "H", "H", "H", "H", "H", "H", "C", "C", "C", "C", "C", "C", "N", "O", "C", "C", "C", "H", "H", "H", "H", "H", "H", "H", "H", "H", "H", "H", "H", "H", "H", "H", "H", "H", "H"], "coordinates": [[2.07, -6.52, 0.13], [1.56, -5.35, 1.05], [1.50, -4.07, 0.39], [0.44, -3.96, -0.48], [0.58, -4.54, -1.73], [-0.86, -3.23, -0.12], [-0.80, -1.91, -0.34], [0.32, -1.30, -0.81], [0.03, 0.04, -0.89], [0.95, 1.16, -1.38], [0.67, 1.62, -2.85], [0.52, 0.44, -3.86], [-0.57, 2.58, -2.96], [-1.29, 0.15, -0.47], [-1.83, 1.39, -0.43], [-1.48, 2.00, 0.86], [-2.71, 2.74, 1.48], [-1.85, -1.02, -0.14], [-3.24, -0.98, 0.28], [-4.17, -0.86, -1.02], [-4.74, 0.57, -1.25], [-4.03, 1.11, -2.39], [-2.10, -4.29, 0.50], [-3.66, -4.17, -0.56], [-2.46, -3.71, 2.06], [1.16, -7.06, -0.22], [2.61, -6.15, -0.77], [2.70, -7.24, 0.67], [0.58, -5.64, 1.52], [2.27, -5.30, 1.90], [-0.30, -4.53, -2.14], [0.93, 2.03, -0.69], [1.98, 0.75, -1.34], [1.57, 2.21, -3.16], [1.54, 0.07, -4.13], [-0.13, -0.39, -3.50], [0.06, 0.85, -4.78], [-0.48, 3.28, -3.81], [-0.71, 3.11, -1.99], [-1.48, 1.95, -3.10], [-0.65, 2.73, 0.78], [-1.17, 1.22, 1.58], [-3.23, 2.10, 2.22], [-2.34, 3.68, 1.96], [-3.40, 3.09, 0.68], [-3.45, -0.06, 0.86], [-3.64, -1.82, 0.87], [-3.68, -1.29, -1.92], [-5.06, -1.51, -0.83], [-4.49, 1.27, -0.41], [-5.83, 0.61, -1.44], [-4.66, 1.59, -2.95], [-4.49, -3.65, -0.05], [-4.00, -5.20, -0.79], [-3.34, -3.64, -1.48], [-1.64, -3.24, 2.31], [-3.29, 5.38, 7.90], [-2.65, 4.84, 6.61], [-1.15, 5.16, 6.60], [-0.84, 6.63, 6.34], [-1.53, 7.11, 5.07], [-3.04, 6.82, 5.05], [-3.35, 5.41, 5.42], [-3.05, 4.66, 4.38], [-3.75, 7.79, 6.02], [-3.60, 7.20, 3.68], [-2.83, 3.32, 6.71], [-4.37, 5.54, 7.78], [-3.17, 4.68, 8.73], [-2.85, 6.31, 8.25], [-0.64, 4.56, 5.84], [-0.71, 4.87, 7.56], [-1.13, 7.25, 7.19], [0.24, 6.76, 6.24], [-1.35, 8.18, 4.94], [-1.05, 6.62, 4.21], [-4.81, 7.54, 6.10], [-3.69, 8.81, 5.65], [-3.33, 7.81, 7.02], [-3.11, 6.67, 2.86], [-3.46, 8.27, 3.49], [-4.67, 6.99, 3.62], [-3.89, 3.05, 6.71], [-2.38, 2.95, 7.63], [-2.34, 2.78, 5.90], [6.89, -4.89, -5.11], [5.38, -5.01, -5.38], [4.96, -3.97, -6.43], [4.91, -2.54, -5.89], [4.05, -2.47, -4.63], [4.47, -3.48, -3.56], [4.61, -4.86, -4.11], [3.41, -5.34, -4.30], [5.79, -3.03, -2.90], [3.45, -3.43, -2.41], [5.22, -6.41, -5.99], [7.15, -5.30, -4.13], [7.47, -5.44, -5.84], [7.26, -3.87, -5.16], [3.97, -4.22, -6.83], [5.65, -4.01, -7.29], [5.92, -2.17, -5.69], [4.50, -1.88, -6.65], [4.10, -1.45, -4.22], [3.01, -2.63, -4.92], [6.15, -3.79, -2.20], [5.64, -2.11, -2.33], [6.58, -2.81, -3.61], [2.43, -3.62, -2.74], [3.45, -2.44, -1.95], [3.70, -4.15, -1.63], [5.51, -7.18, -5.27], [5.86, -6.52, -6.87], [4.20, -6.61, -6.32]], "total_charge": 1, "multiplicity": 3, "gap_ev": [7.538, 8.253], "s_squared": 2.008}

---

No. 2
{"formula": "C32H68Cl22O6", "method": "ωB97M-V with the def2-TZVPD basis set", "elements": ["C", "Cl", "Cl", "H", "H", "C", "Cl", "Cl", "H", "H", "Cl", "C", "C", "Cl", "H", "H", "H", "H", "Cl", "C", "C", "Cl", "H", "H", "H", "H", "Cl", "C", "C", "Cl", "H", "H", "H", "H", "Cl", "C", "C", "Cl", "H", "H", "H", "H", "Cl", "C", "C", "Cl", "H", "H", "H", "H", "Cl", "C", "C", "Cl", "H", "H", "H", "H", "Cl", "C", "C", "Cl", "H", "H", "H", "H", "Cl", "C", "C", "Cl", "H", "H", "H", "H", "Cl", "C", "C", "Cl", "H", "H", "H", "H", "C", "O", "C", "C", "O", "C", "C", "O", "C", "H", "H", "H", "H", "H", "H", "H", "H", "H", "H", "H", "H", "H", "H", "C", "O", "C", "C", "O", "C", "C", "O", "C", "H", "H", "H", "H", "H", "H", "H", "H", "H", "H", "H", "H", "H", "H"], "coordinates": [[-1.96, -3.71, 0.05], [-3.63, -3.66, -0.56], [-1.43, -5.32, 0.62], [-1.35, -3.49, -0.77], [-1.73, -2.94, 0.81], [6.48, -6.25, 5.65], [6.58, -6.39, 3.86], [4.92, -5.53, 6.09], [6.69, -7.25, 6.07], [7.19, -5.48, 5.88], [6.35, 2.09, 0.77], [5.08, 1.13, 1.68], [4.87, -0.25, 1.11], [6.30, -1.32, 1.42], [4.12, 1.65, 1.53], [5.45, 1.28, 2.65], [4.66, -0.30, 0.04], [4.05, -0.74, 1.61], [0.56, -5.61, -3.77], [-1.16, -5.51, -4.33], [-1.52, -4.09, -4.86], [-3.28, -3.89, -5.05], [-1.76, -5.70, -3.42], [-1.26, -6.37, -5.07], [-1.19, -3.90, -5.89], [-1.07, -3.44, -4.16], [-5.37, -0.96, 1.74], [-6.48, -1.20, 0.40], [-6.78, 0.12, -0.27], [-7.47, -0.07, -1.99], [-7.33, -1.84, 0.78], [-6.04, -1.88, -0.31], [-5.81, 0.63, -0.46], [-7.43, 0.73, 0.26], [4.02, 0.72, -1.93], [3.25, 2.23, -1.32], [1.89, 1.90, -0.62], [0.90, 3.37, -0.49], [3.03, 2.86, -2.14], [4.00, 2.77, -0.68], [2.05, 1.58, 0.41], [1.37, 1.11, -1.20], [0.70, 1.84, 2.90], [-0.81, 1.52, 1.89], [-1.89, 0.96, 2.79], [-1.85, -0.83, 3.12], [-0.51, 0.72, 1.20], [-1.07, 2.44, 1.42], [-2.87, 1.10, 2.33], [-1.96, 1.37, 3.83], [-4.72, 2.92, -2.40], [-5.26, 1.97, -3.79], [-6.62, 2.43, -4.36], [-6.90, 1.66, -5.94], [-5.33, 0.97, -3.42], [-4.43, 1.98, -4.53], [-6.61, 3.47, -4.47], [-7.42, 2.22, -3.64], [5.95, -5.36, 1.25], [5.20, -4.42, 0.02], [4.17, -5.17, -0.70], [3.85, -4.36, -2.33], [6.00, -4.01, -0.65], [4.71, -3.52, 0.50], [3.25, -5.20, -0.15], [4.49, -6.22, -0.95], [5.84, -1.02, 5.69], [4.31, -1.89, 6.11], [3.35, -1.69, 4.94], [1.87, -2.55, 5.42], [3.80, -1.60, 7.05], [4.53, -2.94, 6.08], [3.66, -2.14, 4.01], [2.93, -0.68, 4.69], [-0.78, 0.56, -6.16], [0.57, -0.35, -6.85], [0.95, -1.43, -5.90], [1.90, -0.89, -4.61], [1.39, 0.42, -6.96], [0.33, -0.72, -7.87], [1.63, -2.04, -6.51], [0.04, -1.82, -5.48], [-4.14, 4.12, 1.75], [-2.78, 4.01, 2.16], [-2.37, 4.65, 3.39], [-1.25, 5.59, 3.06], [-1.74, 6.68, 2.30], [-0.89, 7.77, 2.09], [-1.73, 8.89, 1.33], [-1.93, 8.60, -0.01], [-0.87, 9.06, -0.86], [-4.27, 3.65, 0.82], [-4.34, 5.19, 1.59], [-4.86, 3.61, 2.46], [-1.95, 3.85, 4.04], [-3.17, 5.21, 3.84], [-0.51, 4.95, 2.53], [-0.84, 5.94, 4.03], [-0.03, 7.44, 1.38], [-0.43, 8.19, 2.98], [-1.30, 9.87, 1.49], [-2.70, 8.87, 1.84], [-1.09, 8.73, -1.89], [0.11, 8.70, -0.61], [-0.82, 10.15, -0.80], [-2.79, -0.81, -3.07], [-1.72, -1.15, -2.11], [-0.45, -0.54, -2.29], [0.62, -1.28, -1.51], [0.40, -1.12, -0.11], [1.45, -1.65, 0.72], [1.21, -3.03, 1.18], [2.45, -3.53, 1.69], [2.30, -4.86, 2.27], [-2.52, -1.10, -4.09], [-3.00, 0.27, -3.03], [-3.58, -1.46, -2.72], [-0.47, 0.52, -2.06], [-0.23, -0.54, -3.39], [1.53, -0.78, -1.72], [0.69, -2.35, -1.64], [1.49, -1.03, 1.65], [2.39, -1.56, 0.11], [0.81, -3.68, 0.38], [0.43, -3.08, 1.94], [3.15, -5.49, 2.06], [1.45, -5.39, 1.79], [2.12, -4.80, 3.37]], "gap_ev": 10.129}